The following is a DFT calculation (ωB97M-V with the def2-TZVPD basis set) of a 14-piece molecular cluster, C42H84O28S7 overall.

HOMO: -8.4 eV
LUMO: -0.12 eV
spin multiplicity: 1

Geometry (Å):
C1 9.5842 5.6363 15.6166
C2 8.4124 6.5814 15.8449
C3 7.2576 6.3205 14.8497
O1 6.1083 6.6223 15.6733
C4 6.4184 6.3134 16.9397
O2 5.6048 6.0934 17.7844
O3 7.7530 6.2239 17.0760
H1 9.8446 5.7010 14.5568
H2 9.3606 4.6123 15.9059
H3 10.4612 5.9551 16.1801
H4 8.6422 7.6322 15.6553
H5 7.1708 5.2985 14.4837
H6 7.2268 7.0138 14.0165
C5 5.2120 11.8070 15.0633
C6 6.5587 11.2314 14.7414
C7 6.5258 9.7202 14.5517
O4 7.5595 9.5029 13.5798
C8 7.7178 10.6303 12.9033
O5 8.4044 10.7006 11.9210
O6 7.0544 11.6600 13.4594
H7 4.4884 11.5621 14.2848
H8 5.2913 12.8935 15.1174
H9 4.8645 11.3984 16.0119
H10 7.2464 11.4656 15.5600
H11 5.5679 9.3706 14.1745
H12 6.8647 9.3036 15.4997
C9 6.1054 0.5090 10.1469
C10 4.7786 0.9078 9.5366
C11 4.7339 1.9336 8.4084
O7 3.9882 1.2470 7.3961
C12 3.5779 0.0318 7.8459
O8 2.9273 -0.7109 7.1720
O9 4.0978 -0.2504 9.0240
H13 6.5368 1.2534 10.8156
H14 6.8576 0.3935 9.3612
H15 6.0163 -0.4311 10.6881
H16 4.1126 1.2716 10.3267
H17 5.7230 2.1316 7.9870
H18 4.2489 2.8627 8.7036
C13 3.7914 0.7009 17.9912
C14 4.9837 1.5889 17.6577
C15 6.0258 0.7759 16.8553
O10 6.4183 1.6647 15.8353
C16 5.5207 2.6330 15.6666
O11 5.5056 3.3704 14.7318
O12 4.6217 2.5874 16.7001
H19 3.1023 1.2842 18.6049
H20 4.0948 -0.0848 18.6868
H21 3.3571 0.3156 17.0743
H22 5.4473 2.1156 18.4928
H23 5.5688 -0.1182 16.4321
H24 6.8463 0.5327 17.5287
C17 4.9983 11.2878 8.2000
C18 5.6153 11.5407 9.5591
C19 4.9790 12.6713 10.4120
O13 4.3589 11.9632 11.4931
C20 4.7031 10.6765 11.4537
O14 4.4234 9.8000 12.2343
O15 5.4155 10.3928 10.3662
H25 5.0715 12.1532 7.5392
H26 3.9216 11.1069 8.2750
H27 5.4352 10.4169 7.7144
H28 6.6504 11.8733 9.4771
H29 4.2157 13.2459 9.8899
H30 5.7628 13.3299 10.7802
C21 8.4857 3.1916 9.2899
C22 9.8551 3.6882 9.7283
C23 10.6811 2.7018 10.5720
O16 11.9305 2.6619 9.8979
C24 11.8704 3.3876 8.7452
O17 12.7852 3.4717 7.9810
O18 10.6410 3.8191 8.5350
H31 8.5470 2.2809 8.6892
H32 7.9425 3.9620 8.7453
H33 7.8773 2.8461 10.1304
H34 9.7916 4.6983 10.1343
H35 10.2083 1.7128 10.5732
H36 10.7294 2.9647 11.6296
C25 -2.0387 4.4583 9.8429
C26 -1.2462 3.1674 9.7791
C27 -0.6182 2.9096 8.3928
O19 0.7991 2.8505 8.6717
C28 1.0284 3.0025 9.9653
O20 2.1234 3.0092 10.4622
O21 -0.1045 3.2690 10.6375
H37 -1.5349 5.3392 9.4456
H38 -2.3001 4.7300 10.8670
H39 -2.9970 4.3476 9.3306
H40 -1.9233 2.3276 9.9378
H41 -0.7260 3.7131 7.6666
H42 -0.8519 1.9305 7.9804
C29 5.5742 6.8742 12.0142
S1 6.4663 5.5029 11.2282
O22 7.8202 5.4952 11.8988
C30 5.3131 4.2209 11.8505
H43 6.1479 7.7950 11.9097
H44 5.2515 6.6990 13.0357
H45 4.7551 7.0501 11.3102
H46 5.6996 3.2202 11.6509
H47 4.3337 4.2736 11.3673
H48 5.1266 4.2943 12.9263
C31 2.6188 1.7857 12.3740
S2 2.2832 1.8650 14.1562
O23 1.1973 2.9064 14.2457
C32 1.5298 0.2217 14.2868
H49 1.6785 1.9141 11.8397
H50 3.1255 0.8669 12.0792
H51 3.2714 2.6285 12.1507
H52 2.3260 -0.4820 14.0485
H53 0.7200 0.1806 13.5574
H54 1.0945 0.0833 15.2733
C33 10.0648 7.8569 11.6498
S3 11.8675 7.9900 12.0124
O24 12.5730 8.1027 10.6802
C34 11.8190 9.6430 12.7074
H55 9.5166 7.9562 12.5879
H56 9.7472 6.9458 11.1519
H57 9.8185 8.7137 11.0236
H58 11.2994 9.5530 13.6657
H59 11.3586 10.4136 12.0906
H60 12.8337 9.9701 12.9325
C35 1.5186 6.1861 8.0435
S4 2.9586 6.2851 9.1477
O25 4.1878 5.6583 8.5650
C36 3.1482 8.0816 8.9272
H61 1.3349 5.1764 7.6768
H62 1.5404 6.8343 7.1617
H63 0.6158 6.5344 8.5513
H64 2.2104 8.5748 9.1913
H65 3.3862 8.3004 7.8858
H66 3.9272 8.5033 9.5613
C37 8.5567 2.5857 13.3410
S5 9.6395 1.9335 14.6375
O26 11.0996 2.0911 14.2841
C38 9.2517 0.1628 14.3855
H67 7.5280 2.4670 13.6986
H68 8.6089 2.1619 12.3374
H69 8.6185 3.6727 13.2522
H70 8.1671 0.0352 14.3618
H71 9.6041 -0.4081 15.2431
H72 9.6784 -0.2477 13.4721
C39 3.0603 6.1205 15.8202
S6 2.1180 7.6177 16.3032
O27 1.4386 7.3832 17.6255
C40 3.4879 8.7043 16.7657
H73 2.3903 5.3261 15.5104
H74 3.6368 5.8488 16.7056
H75 3.7662 6.3303 15.0147
H76 4.0183 8.2006 17.5813
H77 3.1011 9.6483 17.1323
H78 4.2602 8.7260 15.9937
C41 -0.0343 7.7664 13.3710
S7 -0.3085 6.3573 12.2013
O28 -0.1256 6.9385 10.8235
C42 1.2222 5.4984 12.7521
H79 -0.4989 7.6399 14.3495
H80 -0.5694 8.5582 12.8477
H81 1.0144 7.9773 13.5537
H82 1.4790 4.6741 12.0857
H83 0.9389 5.0355 13.7004
H84 2.0856 6.1529 12.8460

Forces on atoms 1 to 2 (eV/Å):
C 0.3 1.0 0.0
C -0.9 -1.8 -1.7

=====

The following is a DFT calculation (ωB97M-V with the def2-TZVPD basis set) of a 14-piece molecular cluster, C42H84O42 overall.

HOMO: -10.4 eV
LUMO: 0.47 eV
spin multiplicity: 1

Geometry (Å):
C1 -4.0510 -5.2537 0.2198
O1 -3.0661 -4.3866 -0.3424
C2 -1.7320 -4.6209 -0.0713
O2 -1.2951 -5.5177 0.6500
O3 -0.9499 -3.5869 -0.5477
C3 -1.2894 -2.7280 -1.5784
H1 -3.9130 -6.2848 -0.1056
H2 -4.9913 -4.8655 -0.1716
H3 -4.0420 -5.1303 1.3028
H4 -0.3680 -2.2410 -1.8976
H5 -2.0899 -2.0299 -1.3336
H6 -1.7428 -3.3846 -2.3209
C4 4.4506 5.5103 -3.0835
O4 3.3731 6.2289 -3.4880
C5 2.1736 5.8837 -3.9469
O5 1.3876 6.6349 -4.4764
O6 2.0193 4.5476 -3.7670
C6 0.7877 3.8622 -3.9881
H7 4.3569 4.4871 -3.4473
H8 4.2918 5.3238 -2.0214
H9 5.4156 5.9826 -3.2674
H10 -0.0128 4.2249 -3.3433
H11 1.0033 2.7973 -3.9015
H12 0.5137 4.0084 -5.0329
C7 -4.0731 1.5680 -3.3307
O7 -3.8294 2.7526 -2.7026
C8 -3.0900 3.7071 -3.2876
O8 -2.5341 3.5888 -4.3890
O9 -2.9680 4.7403 -2.4589
C9 -2.1552 5.8001 -2.9035
H13 -4.6510 0.8513 -2.7472
H14 -3.0870 1.1064 -3.3833
H15 -4.5013 1.7180 -4.3217
H16 -2.4664 6.0558 -3.9164
H17 -1.0721 5.6808 -2.9294
H18 -2.2404 6.7016 -2.2967
C10 0.5784 7.4349 -0.8761
O10 0.2131 6.2060 -0.2726
C11 -0.8379 6.0009 0.4907
O11 -1.0970 4.8568 0.8976
O12 -1.6792 7.0163 0.6044
C12 -2.9142 6.9334 1.3604
H19 1.0060 8.1158 -0.1402
H20 -0.2927 7.8797 -1.3573
H21 1.2172 7.1828 -1.7225
H22 -3.4413 5.9808 1.4140
H23 -3.4910 7.7379 0.9042
H24 -2.7798 7.2531 2.3938
C13 4.5260 -2.2176 4.3956
O13 4.6048 -0.7312 4.2879
C14 4.5679 -0.0895 3.0804
O14 4.5290 -0.5745 1.9296
O15 4.6783 1.2110 3.3922
C15 4.7102 2.2182 2.3201
H25 5.1971 -2.8253 3.7887
H26 3.4947 -2.5618 4.3170
H27 4.8083 -2.4285 5.4271
H28 5.0340 3.1365 2.8100
H29 3.6813 2.3781 1.9977
H30 5.3517 1.9359 1.4853
C16 1.3556 -3.3709 -4.3765
O16 1.1397 -4.6277 -3.7246
C17 1.8473 -4.8700 -2.5691
O17 2.5970 -4.0393 -2.0206
O18 1.4978 -6.0977 -2.1380
C18 2.0422 -6.6076 -0.9464
H31 0.9456 -2.5307 -3.8160
H32 0.9663 -3.4455 -5.3919
H33 2.4166 -3.1303 -4.4422
H34 1.4879 -7.4780 -0.5954
H35 2.0403 -5.9068 -0.1115
H36 3.0221 -6.9470 -1.2821
C19 4.6189 -4.4707 0.5897
O19 4.8101 -4.7492 1.9470
C20 3.9324 -5.2358 2.7473
O20 2.7858 -5.6265 2.4725
O21 4.4754 -5.3744 3.9451
C21 3.7228 -5.8268 5.0691
H37 3.9064 -3.6700 0.3917
H38 4.2171 -5.3677 0.1184
H39 5.5363 -4.2353 0.0503
H40 3.5560 -6.9030 5.1139
H41 2.7758 -5.2923 4.9952
H42 4.1565 -5.5042 6.0157
C22 1.2271 -2.5930 7.1086
O22 1.6708 -3.0641 5.7727
C23 0.6788 -3.2687 4.8091
O23 -0.5386 -3.3630 5.0801
O24 1.3311 -3.4038 3.5959
C24 0.5632 -3.3579 2.3951
H43 2.0499 -2.7451 7.8070
H44 0.3554 -3.1101 7.5097
H45 1.0220 -1.5231 7.0716
H46 0.9944 -3.9530 1.5901
H47 0.5006 -2.2922 2.1753
H48 -0.5014 -3.5920 2.3954
C25 -7.3297 2.2672 4.6043
O25 -6.5975 2.8604 3.5742
C26 -5.3762 2.4248 3.2478
O26 -4.7882 1.4140 3.5666
O27 -4.8255 3.3219 2.4486
C27 -3.6345 2.9614 1.8646
H49 -7.4416 1.1949 4.4435
H50 -8.3245 2.7127 4.5998
H51 -6.8023 2.2412 5.5579
H52 -3.2433 3.8309 1.3363
H53 -3.7678 2.1225 1.1815
H54 -2.8821 2.6485 2.5885
C28 -1.4066 -0.1105 6.1880
O28 -0.9597 0.1659 4.9130
C29 -0.0451 1.1536 4.7150
O29 0.4560 1.8745 5.5983
O30 0.2661 1.2121 3.3943
C30 1.0773 2.2275 2.9326
H55 -1.4030 0.7579 6.8468
H56 -0.8000 -0.9333 6.5663
H57 -2.4244 -0.4675 6.0306
H58 2.0351 2.2495 3.4524
H59 0.5907 3.1743 2.6982
H60 1.3797 1.8740 1.9468
C31 -2.7245 -0.9030 2.0361
O31 -3.7599 -1.4785 1.3069
C32 -4.1132 -0.9102 0.1149
O32 -3.6678 0.1701 -0.2721
O33 -4.8424 -1.8748 -0.5893
C33 -5.2568 -1.5756 -1.8858
H61 -2.9609 0.0674 2.4727
H62 -1.9300 -0.6058 1.3516
H63 -2.3501 -1.5258 2.8486
H64 -5.9615 -2.3559 -2.1732
H65 -4.4330 -1.4741 -2.5923
H66 -5.8213 -0.6433 -1.8732
C34 3.1636 1.5573 -1.4636
O34 4.0871 0.9203 -2.2610
C35 3.8458 0.6677 -3.5804
O35 2.9983 1.2033 -4.2750
O36 4.6803 -0.3454 -3.9023
C36 4.5578 -0.8827 -5.2064
H67 2.3508 1.9141 -2.0961
H68 3.6529 2.4467 -1.0666
H69 2.9028 0.9436 -0.6013
H70 3.5202 -0.9456 -5.5345
H71 4.8442 -1.9340 -5.1775
H72 5.2444 -0.3074 -5.8274
C37 -2.5901 -3.3317 -5.8715
O37 -1.5055 -2.5543 -5.5656
C38 -1.7849 -1.2133 -5.2843
O38 -2.7273 -0.5884 -5.7204
O39 -0.6575 -0.7570 -4.7343
C39 -0.3718 0.6890 -4.6982
H73 -3.4491 -3.2135 -5.2111
H74 -2.4664 -4.4056 -5.7320
H75 -3.0190 -3.1005 -6.8465
H76 0.6694 0.8103 -4.3996
H77 -1.1410 1.2227 -4.1400
H78 -0.4654 1.0540 -5.7210
C40 1.8170 -1.5464 0.2041
O40 0.9312 -0.4940 0.4897
C41 0.2764 0.1297 -0.4553
O41 0.4565 0.1041 -1.7008
O42 -0.5392 0.9504 0.1673
C42 -1.3275 1.9025 -0.5439
H79 2.4948 -1.8809 0.9895
H80 2.4977 -1.3358 -0.6207
H81 1.2056 -2.4061 -0.0700
H82 -0.7032 2.5282 -1.1817
H83 -1.8337 2.4682 0.2384
H84 -1.9783 1.4530 -1.2939

Forces on atoms 1 to 2 (eV/Å):
C 0.0 0.3 0.0
O 2.2 0.0 -0.5

=====

The following is a DFT calculation (ωB97M-V with the def2-TZVPD basis set) of a 5-piece molecular cluster, C42H85IN5O2S overall.

HOMO: -12.1 eV
LUMO: -3.94 eV
charge: +1
spin multiplicity: 1

Geometry (Å):
C1 2.5261 4.2596 5.5012
C2 1.3144 5.1458 5.0869
C3 1.2990 5.5031 3.5807
C4 0.2910 4.6937 2.7426
N1 0.8831 3.3640 2.4202
C5 0.2619 2.2790 2.9946
N2 -0.4057 2.4207 4.0969
N3 -0.9570 1.3299 4.5954
C6 -1.6941 1.5592 5.8668
I1 -0.6610 0.6096 7.5280
C7 -3.2226 1.2417 5.7747
C8 -3.7740 0.1556 6.7043
C9 -0.8719 0.1211 4.1147
N4 -1.4729 -1.0029 4.7082
C10 -2.5073 -1.3810 4.1468
S1 -3.7461 -1.9768 3.4717
C11 -0.1149 -0.0855 2.9233
C12 0.0485 -1.4887 2.3859
O1 -0.1037 -1.5487 0.9775
C13 0.0299 -2.8075 0.4345
C14 0.9458 -3.8608 1.0281
O2 -0.5861 -3.0444 -0.5716
C15 0.4572 1.0072 2.3303
C16 1.2820 0.8853 1.0707
C17 0.4395 0.9182 -0.2385
C18 -0.8584 1.7462 -0.1625
N5 -2.0484 0.9103 0.1783
H1 3.1759 4.8116 6.1864
H2 3.1494 4.0011 4.6397
H3 2.2032 3.3517 6.0197
H4 1.4606 6.0912 5.6214
H5 0.3694 4.7330 5.4480
H6 2.2847 5.2257 3.1851
H7 1.2218 6.5778 3.3915
H8 0.2021 5.2307 1.7893
H9 -0.7133 4.6630 3.1699
H10 0.8691 3.2761 1.4141
H11 -1.6074 2.6149 6.1038
H12 -3.7770 2.1565 6.0047
H13 -3.4344 1.0341 4.7175
H14 -3.7512 0.5155 7.7355
H15 -3.2206 -0.7851 6.6834
H16 -4.8060 -0.0882 6.4331
H17 1.0767 -1.7974 2.6459
H18 -0.6107 -2.2162 2.8612
H19 1.9524 -3.4443 1.1797
H20 0.6234 -4.1830 2.0250
H21 1.0533 -4.7258 0.3792
H22 1.9013 -0.0109 1.1551
H23 1.9460 1.7541 1.0392
H24 0.1854 -0.0718 -0.6090
H25 1.0694 1.3764 -1.0106
H26 -0.8014 2.6105 0.5070
H27 -1.0410 2.1272 -1.1763
H28 -2.7285 1.5350 0.6013
H29 -2.4364 0.6325 -0.7163
C19 4.7733 -8.3776 -0.5570
C20 3.6945 -8.7407 -1.5729
C21 3.8469 -8.0094 -2.9059
C22 3.7314 -6.4863 -2.8258
C23 2.4236 -5.9688 -2.2302
C24 1.1865 -6.3464 -3.0360
H30 4.7382 -7.3196 -0.2900
H31 4.6400 -8.9520 0.3612
H32 5.7677 -8.5994 -0.9492
H33 2.7066 -8.5498 -1.1439
H34 3.7420 -9.8160 -1.7626
H35 3.1012 -8.3951 -3.6068
H36 4.8206 -8.2590 -3.3386
H37 3.8490 -6.0764 -3.8338
H38 4.5667 -6.0873 -2.2427
H39 2.4751 -4.8763 -2.1763
H40 2.3083 -6.3241 -1.2004
H41 1.2602 -5.9594 -4.0547
H42 0.2992 -5.9113 -2.5705
H43 1.0391 -7.4258 -3.0916
C25 5.8672 6.1427 4.0194
C26 5.3141 6.2515 2.6016
C27 5.3029 4.9196 1.8519
C28 6.6788 4.2908 1.6248
C29 7.6736 5.1687 0.8671
C30 7.2232 5.5082 -0.5502
H44 6.9101 5.8237 4.0257
H45 5.8171 7.1111 4.5194
H46 5.2858 5.4287 4.6073
H47 5.8813 6.9995 2.0423
H48 4.2867 6.6251 2.6555
H49 4.8038 5.0620 0.8879
H50 4.6835 4.2044 2.4076
H51 6.5443 3.3521 1.0770
H52 7.1159 4.0133 2.5883
H53 8.6277 4.6385 0.8131
H54 7.8679 6.0906 1.4218
H55 7.0641 4.5999 -1.1357
H56 7.9823 6.1044 -1.0581
H57 6.2964 6.0846 -0.5540
C31 -4.3890 -5.6082 -6.8448
C32 -3.1551 -5.7938 -5.9673
C33 -3.4630 -5.7465 -4.4714
C34 -4.0333 -4.4188 -3.9690
C35 -3.1571 -3.1963 -4.2381
C36 -1.8002 -3.2653 -3.5438
H58 -4.8486 -4.6299 -6.6950
H59 -4.1207 -5.6859 -7.8995
H60 -5.1367 -6.3751 -6.6321
H61 -2.4040 -5.0421 -6.2258
H62 -2.7070 -6.7645 -6.1961
H63 -2.5506 -5.9847 -3.9161
H64 -4.1757 -6.5417 -4.2304
H65 -4.2055 -4.5023 -2.8906
H66 -5.0178 -4.2521 -4.4158
H67 -3.6878 -2.3072 -3.8838
H68 -3.0151 -3.0579 -5.3136
H69 -1.9186 -3.3601 -2.4664
H70 -1.2296 -2.3547 -3.7405
H71 -1.2059 -4.1091 -3.8990
C37 -5.9887 2.6875 -5.6006
C38 -5.5148 1.9776 -4.3364
C39 -6.2958 2.3812 -3.0861
C40 -6.1856 3.8581 -2.7010
C41 -4.7620 4.3599 -2.4652
C42 -4.0606 3.6569 -1.3082
H72 -5.8511 3.7678 -5.5341
H73 -5.4248 2.3383 -6.4667
H74 -7.0456 2.4869 -5.7861
H75 -4.4450 2.1578 -4.1931
H76 -5.6264 0.8993 -4.4790
H77 -5.9647 1.7598 -2.2476
H78 -7.3530 2.1419 -3.2353
H79 -6.7760 4.0241 -1.7941
H80 -6.6508 4.4729 -3.4756
H81 -4.8051 5.4305 -2.2494
H82 -4.1646 4.2559 -3.3747
H83 -4.6247 3.7887 -0.3810
H84 -3.0625 4.0761 -1.1557
H85 -3.9446 2.5865 -1.4901

Forces on atoms 1 to 2 (eV/Å):
C -0.3 0.1 0.1
C 0.9 0.7 0.2